{"formula": "C5H7F2O3S", "method": "ωB97M-V with the def2-TZVPD basis set", "fmax_ev_per_a": 4.63, "charge": -1, "e_lumo_ev": 3.575, "energy_ha": -1018.3550, "e_above_lowest_kj_mol": 0.0, "species": ["C", "C", "C", "C", "C", "O", "O", "O", "F", "F", "S", "H", "H", "H", "H", "H", "H", "H"], "positions_angstrom": [[0.743688, -0.238228, -0.082599], [1.013330, -2.662721, -0.152855], [1.360510, -1.518838, 1.998803], [-1.724127, 1.718288, -1.399711], [1.083432, -1.450394, 0.683072], [-0.471516, 0.137560, 0.083601], [1.626081, 0.224169, -0.769946], [-1.619666, 3.825191, 0.280141], [-3.098864, 1.661138, -1.362760], [-1.463526, 2.620800, -2.320423], [-0.946596, 2.067460, 0.242581], [0.065588, -2.781441, -0.559738], [1.629869, -2.302597, -0.969752], [1.466195, -3.533325, 0.211872], [1.454903, -2.378934, 2.573451], [1.260132, -0.494804, 2.457774], [-0.979645, 4.365812, 0.852592], [-1.399789, 0.740863, -1.766106]], "forces_ev_per_angstrom": [[-0.37, 0.22, 0.89], [1.78, 1.76, -1.05], [-1.09, 4.13, -1.78], [-0.14, -0.87, 1.01], [-0.19, -2.26, 2.68], [0.28, -0.78, 0.16], [0.60, 0.94, -1.06], [1.37, 0.28, 0.96], [-0.30, 0.07, 0.44], [0.58, 1.50, -1.10], [-0.97, 1.43, -0.67], [-1.92, -0.56, -0.58], [0.27, -0.57, -0.82], [0.31, -1.30, 0.89], [0.39, -1.40, 0.75], [0.42, -1.36, 0.27], [-1.21, -1.47, -1.40], [0.18, 0.23, 0.42]]}